Entry 1:
A structure of composition C50H52GeMoNO2PS at a distorted geometry, computed with ωB97M-V/def2-TZVPD.

```
109
Properties=species:S:1:pos:R:3
Mo 0.793 0.281 0.742
C -2.436 3.600 -3.671
C -2.877 2.589 -2.620
C -4.373 2.604 -2.285
C -2.068 2.632 -1.345
C -2.228 1.718 -0.297
C -1.630 1.924 0.942
C -0.769 3.044 1.198
C -0.494 3.418 2.613
C -0.518 3.935 0.107
C -1.143 3.703 -1.115
H -3.143 3.615 -4.472
H -1.426 3.494 -4.091
H -2.607 4.633 -3.300
H -2.762 1.581 -3.039
H -4.767 3.635 -2.305
H -4.458 2.296 -1.232
H -4.963 1.943 -2.934
H -2.941 0.935 -0.397
H -2.083 1.416 1.812
H 0.465 3.950 2.779
H -0.514 2.472 3.219
H -1.318 4.055 2.898
H 0.084 4.856 0.222
H -1.106 4.379 -1.943
O 3.686 -0.453 1.670
N 2.450 -0.412 1.275
C 1.694 -1.568 1.029
C 1.255 -2.391 2.220
C 1.413 -3.765 2.123
C 1.057 -4.599 3.179
C 0.498 -4.014 4.348
C 0.408 -2.638 4.372
C 0.766 -1.786 3.340
P 0.433 -0.024 3.434
C 1.870 0.843 4.111
C 2.588 0.346 5.161
C 3.833 0.907 5.499
C 4.335 1.964 4.767
C 3.565 2.418 3.635
C 2.375 1.855 3.325
C -0.994 0.192 4.531
C -2.257 -0.266 4.089
C -3.350 -0.160 4.890
C -3.200 0.504 6.162
C -1.925 0.909 6.591
C -0.835 0.837 5.753
H 4.046 0.417 1.996
H 1.838 -2.136 0.100
H 1.802 -4.288 1.308
H 1.187 -5.641 3.136
H 0.341 -4.576 5.246
H 0.059 -2.076 5.235
H 2.174 -0.507 5.782
H 4.421 0.574 6.354
H 5.266 2.515 4.965
H 4.054 3.286 3.203
H 1.790 2.316 2.478
H -2.362 -0.674 3.080
H -4.191 -0.672 4.506
H -4.042 0.699 6.804
H -1.766 1.305 7.586
H 0.188 1.178 6.091
C 0.920 0.434 -1.414
Ge 0.173 -1.132 -2.712
C 1.538 -1.906 -3.760
C 1.975 -1.399 -5.061
C 2.871 -2.111 -5.849
C 3.502 -3.225 -5.288
C 3.098 -3.701 -4.052
C 2.204 -3.006 -3.247
C -0.741 -2.429 -1.543
C -0.710 -3.755 -1.809
C -1.531 -4.668 -1.106
C -2.394 -4.212 -0.134
C -2.451 -2.855 0.142
C -1.621 -1.991 -0.563
C -1.233 -0.376 -3.762
C -2.480 -1.099 -3.737
C -3.549 -0.701 -4.510
C -3.427 0.342 -5.406
C -2.197 0.950 -5.567
C -1.147 0.630 -4.749
H 0.153 1.179 -1.576
H 1.572 -0.511 -5.481
H 3.034 -1.847 -6.858
H 4.184 -3.819 -5.897
H 3.521 -4.718 -3.772
H 2.076 -3.295 -2.195
H -0.070 -4.104 -2.564
H -1.556 -5.712 -1.392
H -3.050 -4.936 0.312
H -3.152 -2.302 0.792
H -1.824 -0.968 -0.337
H -2.531 -1.920 -3.019
H -4.524 -1.137 -4.431
H -4.305 0.603 -6.034
H -2.266 1.760 -6.267
H -0.284 1.205 -4.881
C 3.633 0.094 -1.949
S 2.236 1.196 -2.128
C 2.756 2.491 -1.074
O 2.163 1.760 -3.497
H 4.030 -0.008 -0.876
H 4.408 0.555 -2.539
H 3.348 -0.829 -2.470
H 1.961 3.277 -1.033
H 3.584 2.976 -1.546
H 2.912 2.093 -0.016
```

Summary:
Multiplicity: 3
HOMO energy (alpha / beta) (eV): -13.48 / -13.45
Charge: +2
Orbital gap (alpha / beta) (eV): 7.41 / 7.57

Löwdin atomic charge list, values in e, 8 entries: 1.3861 -0.0721 -0.3716 -0.0282 -0.1646 -0.0683 -0.1175 -0.3009

Entry 2:
A cluster of 2 separate species, C4H8NO2 in total at a distorted geometry, computed with ωB97M-V/def2-TZVPD.

```
15
Properties=species:S:1:pos:R:3
C 0.318 -1.561 0.237
C -0.653 -0.634 0.089
C -0.142 0.671 -0.405
C 1.384 0.527 -0.446
N -2.972 0.378 0.067
O 2.101 1.170 0.469
O 1.578 -1.043 -0.204
H 0.293 -2.584 0.555
H -0.562 0.883 -1.388
H -0.448 1.483 0.260
H 1.848 0.646 -1.428
H -3.258 0.187 1.028
H -3.427 -0.303 -0.539
H 1.621 1.384 1.284
H 2.319 -1.204 0.421
```

Summary:
Multiplicity: 1
HOMO energy (alpha / beta) (eV): -14.32 / -14.32
Charge: +1
Orbital gap (alpha / beta) (eV): 7.92 / 7.91

Löwdin atomic charge list, values in e, 8 entries: -0.0390 0.0775 -0.1409 -0.2384 0.2146 0.1157 0.0629 0.1288

Entry 3:
A cluster of 3 separate species, C2H12N2O2 in total at a distorted geometry, computed with ωB97M-V/def2-TZVPD.

```
18
Properties=species:S:1:pos:R:3
N -1.290 -0.236 -0.467
C -2.630 0.443 -0.589
C -2.411 1.902 -0.252
N -2.307 2.158 1.171
H -0.864 -0.360 -1.373
H -1.246 -1.096 0.053
H -3.338 -0.015 0.097
H -2.898 0.177 -1.609
H -1.607 2.371 -0.815
H -3.252 2.490 -0.659
H -2.680 1.413 1.737
H -1.326 2.210 1.429
O 5.623 -0.279 1.137
H 6.056 -0.624 0.351
H 6.103 -0.629 1.895
O 2.514 -3.152 -0.374
H 2.505 -2.820 -1.278
H 3.049 -3.954 -0.454
```

Summary:
Multiplicity: 1
HOMO energy (eV): -8.76
SMILES: NCCN.O.O
Charge: 0
Orbital gap (eV): 9.47

Löwdin atomic charge list, values in e, 8 entries: -0.0232 -0.2549 -0.3237 -0.0102 0.0500 0.0486 0.1009 0.0958

Entry 4:
A structure of composition C26H26BIN12Ru at a distorted geometry, computed with ωB97M-V/def2-TZVPD.

```
67
Properties=species:S:1:pos:R:3
Ru -0.011 -0.138 -0.140
C -1.839 -2.330 -3.991
C -1.956 -1.965 -2.646
N -0.822 -1.428 -2.197
N 0.030 -1.449 -3.231
C -0.551 -1.976 -4.323
B 1.450 -0.902 -3.088
N 2.089 -1.559 -1.860
C 3.241 -2.247 -1.823
C 3.310 -2.922 -0.620
C 2.132 -2.580 0.037
N 1.403 -1.765 -0.722
N 1.312 0.612 -2.870
C 1.575 1.570 -3.766
C 1.035 2.756 -3.310
C 0.444 2.421 -2.094
N 0.625 1.124 -1.832
H -2.588 -2.784 -4.616
H -2.816 -2.088 -2.010
H -0.016 -2.069 -5.253
H 2.091 -1.122 -4.073
H 3.927 -2.226 -2.653
H 4.095 -3.574 -0.276
H 1.779 -2.878 1.012
H 2.108 1.349 -4.676
H 1.061 3.721 -3.783
H -0.091 3.059 -1.415
I -1.064 -0.645 2.722
C 0.878 -0.786 3.454
C 1.081 -1.191 4.737
C 2.404 -1.285 5.219
C 3.443 -0.927 4.416
C 3.231 -0.463 3.093
C 4.311 -0.008 2.304
C 4.095 0.455 1.042
C 2.798 0.419 0.487
C 1.721 -0.029 1.207
C 1.906 -0.424 2.559
H 0.245 -1.440 5.376
H 2.576 -1.641 6.226
H 4.462 -0.993 4.778
H 5.308 -0.020 2.725
H 4.919 0.837 0.453
H 2.684 0.726 -0.545
C -6.643 -0.399 0.434
C -5.155 -0.324 0.255
C -4.341 -1.442 0.415
C -2.979 -1.330 0.221
N -2.385 -0.181 -0.119
C -3.159 0.900 -0.262
C -4.529 0.868 -0.091
H -6.949 -1.376 0.801
H -7.144 -0.219 -0.518
H -6.986 0.364 1.133
H -4.764 -2.399 0.692
H -2.331 -2.191 0.333
H -2.652 1.817 -0.523
H -5.107 1.773 -0.229
N -1.450 4.625 2.393
N -0.635 3.777 1.688
N 0.636 4.032 1.502
C 1.037 2.933 0.876
N 0.028 2.077 0.701
N -1.047 2.636 1.233
H -1.088 5.568 2.366
H -2.417 4.515 2.125
H 2.046 2.777 0.543
```

Summary:
Multiplicity: 2
HOMO energy (alpha / beta) (eV): -10.50 / -10.51
Charge: +1
Orbital gap (alpha / beta) (eV): 7.24 / 7.61

Löwdin atomic charge list, values in e, 8 entries: 1.1484 -0.0485 -0.1442 -0.0014 -0.0430 -0.0659 -0.5291 -0.0200

Entry 5:
A structure of composition C2H3FNiO at a distorted geometry, computed with ωB97M-V/def2-TZVPD.

```
8
Properties=species:S:1:pos:R:3
Ni -0.526 -1.623 -1.206
O 0.864 -0.694 -0.562
C 0.596 0.627 -0.517
C -0.481 0.848 0.274
H 1.507 1.233 -0.391
H -0.860 1.865 0.378
F -0.846 -2.012 0.887
H -0.256 -0.244 1.137
```

Summary:
Multiplicity: 3
HOMO energy (alpha / beta) (eV): -9.18 / -8.57
Charge: 0
Orbital gap (alpha / beta) (eV): 7.83 / 6.62

Charge distribution, Löwdin scheme, values in e: 0.7760 -0.2855 -0.3322 0.0112 0.1239 0.0443 -0.5597 0.2220

Entry 6:
A structure of composition C37H71CdGe2N3O2SSi4Te at a distorted geometry, computed with ωB97M-V/def2-TZVPD.

```
122
Properties=species:S:1:pos:R:3
Cd 0.509 0.650 0.715
C 3.941 1.765 1.730
C 3.208 2.861 0.965
N 1.801 2.925 1.341
C 1.464 3.623 2.570
C 1.621 2.817 3.873
S 1.180 1.043 3.825
C 2.782 0.222 4.097
C 3.444 -0.346 2.829
N 3.211 0.493 1.667
H 4.036 2.061 2.776
H 4.956 1.670 1.328
H 3.236 2.629 -0.097
H 3.713 3.824 1.122
H 1.333 3.406 0.578
H 0.416 3.912 2.496
H 2.063 4.539 2.678
H 0.954 3.256 4.614
H 2.633 2.881 4.272
H 2.584 -0.585 4.800
H 3.423 0.944 4.600
H 3.034 -1.333 2.627
H 4.515 -0.474 3.048
H 3.450 0.002 0.812
O 1.445 3.366 -1.686
C 1.080 2.194 -1.643
O 1.739 1.209 -1.138
C -0.297 1.854 -2.198
C -0.983 2.770 -2.982
C -2.268 2.459 -3.394
C -2.806 1.234 -3.031
C -2.036 0.379 -2.260
N -0.812 0.678 -1.838
H -0.503 3.701 -3.248
H -2.843 3.167 -3.977
H -3.799 0.940 -3.345
H -2.419 -0.588 -1.958
C -0.728 -2.943 -2.443
C -0.133 -2.746 -1.049
Ge 1.808 -2.289 -1.171
C 2.521 -2.604 0.674
C 2.568 -4.090 1.026
C 2.734 -3.480 -2.436
C 3.343 -2.687 -3.337
Ge 2.889 -0.789 -2.805
C 4.570 0.100 -2.186
C 5.241 1.065 -3.162
C 1.841 -0.002 -4.312
C 2.377 1.278 -4.953
C 4.159 -3.120 -4.487
C 4.645 -2.166 -5.383
C 5.399 -2.529 -6.488
C 5.687 -3.865 -6.719
C 5.217 -4.830 -5.837
C 4.462 -4.462 -4.736
H -1.803 -3.138 -2.402
H -0.253 -3.791 -2.938
H -0.561 -2.063 -3.065
H -0.232 -3.660 -0.459
H -0.662 -1.952 -0.509
H 1.896 -2.064 1.397
H 3.529 -2.184 0.728
H 1.575 -4.542 0.978
H 2.961 -4.247 2.033
H 3.212 -4.626 0.328
H 2.778 -4.569 -2.460
H 5.249 -0.718 -1.935
H 4.319 0.634 -1.268
H 5.491 0.577 -4.106
H 6.173 1.450 -2.741
H 4.598 1.916 -3.379
H 0.829 0.165 -3.947
H 1.793 -0.801 -5.055
H 2.374 2.110 -4.247
H 1.757 1.563 -5.806
H 3.394 1.149 -5.323
H 4.409 -1.123 -5.204
H 5.760 -1.769 -7.169
H 6.275 -4.155 -7.580
H 5.439 -5.875 -6.011
H 4.100 -5.227 -4.061
C -5.869 2.641 0.245
Si -5.286 2.491 2.038
C -6.781 2.107 3.132
C -4.654 4.181 2.594
Si -3.660 0.796 2.204
Te -1.677 2.053 1.216
Si -3.109 0.309 4.440
C -4.577 -0.446 5.361
C -1.679 -0.922 4.510
C -2.600 1.918 5.290
Si -4.511 -1.138 1.152
C -6.226 -1.423 1.906
C -4.782 -1.171 -0.719
C -3.466 -2.648 1.617
H -6.465 3.542 0.088
H -6.485 1.785 -0.043
H -5.012 2.677 -0.433
H -7.551 2.874 3.021
H -6.486 2.080 4.183
H -7.233 1.143 2.893
H -5.431 4.939 2.481
H -3.785 4.492 2.010
H -4.351 4.161 3.643
H -4.826 -1.433 4.963
H -5.468 0.179 5.268
H -4.361 -0.561 6.425
H -2.009 -1.917 4.203
H -1.259 -1.001 5.515
H -0.874 -0.614 3.842
H -3.475 2.491 5.604
H -2.026 2.541 4.600
H -1.981 1.735 6.171
H -6.968 -0.757 1.460
H -6.234 -1.251 2.984
H -6.550 -2.451 1.727
H -5.215 -0.235 -1.081
H -5.469 -1.981 -0.974
H -3.854 -1.343 -1.264
H -3.611 -2.885 2.673
H -2.398 -2.475 1.460
H -3.753 -3.525 1.034
```

Summary:
Multiplicity: 1
HOMO energy (eV): -7.39
Charge: 0
Orbital gap (eV): 6.87

Löwdin atomic charge list, values in e, 8 entries: 1.1704 -0.1909 -0.2049 -0.1470 -0.2933 -0.4302 0.7998 -0.4387

| no. | E_tot (hartree) |
| --- | --- |
| 1 | -5025.62956 |
| 2 | -361.94994 |
| 3 | -343.35116 |
| 4 | -2080.64967 |
| 5 | -1761.18768 |
| 6 | -7913.04939 |